1.
# Cl2H2O2P2

Cl2H2O2P2 as an isolated structure at a distorted geometry (ωB97M-V/def2-TZVPD, the OMol25 dataset).

Summary:
Calculated total energy (eV): -47751.844
ΔE to the lowest compared entry with this formula, charge and spin (kcal/mol): 14.1
Frontier orbital gap (eV): 10.50

XYZ file:
```
8
Properties=species:S:1:pos:R:3:forces:R:3:mulliken_charge:R:1
O -0.6820 0.2122 1.8288 0.56 0.71 2.72 -0.5290
O -1.6251 -0.2619 -0.3606 -0.25 -0.55 0.36 -0.3039
P -0.2673 -0.0430 0.4770 0.74 0.70 -3.31 0.4976
P -3.0025 0.1486 0.6121 1.46 -1.95 1.26 0.5446
Cl -4.2212 -1.1698 -0.2607 -0.85 -0.67 -0.73 -0.2034
Cl -3.4150 1.8158 -0.2703 -0.68 2.26 -1.33 -0.1636
H 0.2692 0.9635 -0.4206 -0.08 -0.26 1.02 0.0675
H 0.7632 -1.0145 0.2969 -0.90 -0.22 0.00 0.0902
```
Positions in Å, forces in eV/Å.



2.
# C45H48N8O3PRuS2

C45H48N8O3PRuS2 as an isolated structure (ωB97M-V/def2-TZVPD, the OMol25 dataset).

Summary:
Calculated total energy (eV): -99040.156
ΔE to the lowest compared entry with this formula, charge and spin (kcal/mol): 0.0
Total charge: +2
2S+1: 6
Frontier orbital gap (spin up / spin down) (eV): 6.55 / 4.67
⟨S²⟩: 8.76

XYZ file:
```
108
Properties=species:S:1:pos:R:3:forces:R:3:mulliken_charge:R:1
Ru -0.0035 1.7380 -0.5367 -0.58 -0.24 0.09 1.7411
C 0.2573 3.9265 -3.1048 -0.04 -0.10 -0.04 -1.2048
C 1.3622 2.9205 -3.4363 -0.06 0.05 0.19 -0.7005
C 2.4502 2.8311 -2.4015 -0.01 -0.21 0.12 0.3684
C 3.7168 3.3331 -2.6520 0.11 0.05 -0.02 -0.9854
C 4.7225 3.1628 -1.7146 0.04 0.02 0.01 -0.5220
C 4.4352 2.5010 -0.5310 0.10 0.05 -0.03 -1.0087
C 3.1477 2.0506 -0.3320 -0.11 0.02 -0.16 -0.6064
N 2.1744 2.2044 -1.2426 0.02 -0.01 0.00 0.8611
N -0.8358 3.3228 -2.3027 0.21 0.19 0.22 1.0651
C -1.8284 2.6704 -3.1566 0.01 -0.05 0.05 -1.7884
C -2.6711 1.7028 -2.3695 0.02 -0.08 0.10 0.3924
C -3.9617 1.3936 -2.7542 -0.10 -0.02 -0.09 -1.1650
C -4.6935 0.4927 -1.9941 -0.07 -0.01 0.00 -0.6642
C -4.1104 -0.0775 -0.8737 -0.06 -0.05 -0.04 -1.1291
C -2.8147 0.2737 -0.5520 0.08 0.08 -0.20 -0.9676
N -2.1132 1.1490 -1.2873 -0.12 0.04 0.16 1.5629
C -1.5199 4.3615 -1.5132 0.09 -0.04 0.02 -1.1237
C -0.6383 4.9110 -0.4306 0.05 0.01 0.05 0.3473
C -0.9104 6.1364 0.1529 0.00 0.11 0.07 -1.1597
C -0.1103 6.5718 1.1955 -0.02 0.04 0.00 -0.6361
C 0.9564 5.7810 1.6024 0.01 0.13 0.07 -0.8570
C 1.1643 4.5824 0.9585 0.05 -0.16 -0.22 -0.5186
N 0.3795 4.1463 -0.0370 0.03 -0.01 0.16 1.0851
H 0.6729 4.7565 -2.5397 0.03 0.06 0.00 0.6077
H -0.1527 4.3391 -4.0307 -0.09 0.03 0.00 0.5786
H 0.9250 1.9282 -3.5284 0.01 -0.01 -0.15 -0.4019
H 1.8051 3.1735 -4.3972 0.04 0.01 -0.01 0.7742
H 3.9154 3.8425 -3.5864 -0.01 -0.05 0.02 0.5466
H 5.7217 3.5311 -1.9102 -0.04 0.01 0.01 0.4386
H 5.1939 2.3336 0.2213 -0.03 0.01 -0.01 0.5069
H 2.8780 1.5351 0.5808 -0.01 -0.03 -0.02 0.4663
H -2.4731 3.4128 -3.6350 -0.03 0.06 -0.07 0.4931
H -1.3152 2.1469 -3.9602 0.03 0.01 -0.07 0.8374
H -4.3875 1.8541 -3.6389 0.01 0.00 0.09 0.5697
H -5.7130 0.2506 -2.2692 0.06 -0.01 0.00 0.4551
H -4.6445 -0.7799 -0.2475 0.03 0.04 -0.02 0.5526
H -2.3248 -0.1457 0.3204 0.01 0.00 -0.03 0.3194
H -1.8576 5.1756 -2.1620 -0.04 0.04 -0.07 0.5172
H -2.4072 3.9225 -1.0499 -0.02 -0.05 -0.01 0.3423
H -1.7428 6.7317 -0.2008 0.02 0.00 0.01 0.5522
H -0.3086 7.5196 1.6812 0.01 -0.04 -0.03 0.4725
H 1.6134 6.0912 2.4046 -0.03 -0.02 -0.05 0.5368
H 1.9893 3.9369 1.2368 -0.04 -0.01 0.02 0.3261
C 3.1467 -11.9246 -2.1198 0.02 0.01 0.05 -0.8541
O 3.2015 -11.1786 -0.9068 -0.01 -0.07 -0.06 -0.4542
C 2.8663 -9.8799 -0.9573 0.01 -0.02 -0.06 0.9542
C 2.9076 -9.1855 0.2524 0.02 0.02 0.19 -0.8249
C 2.5739 -7.8517 0.2922 0.00 0.05 0.09 -0.4389
C 2.1919 -7.1709 -0.8684 0.00 0.11 0.13 0.3677
C 2.1622 -7.8698 -2.0667 -0.03 -0.02 -0.16 -0.8197
C 2.4945 -9.2128 -2.1209 -0.04 0.04 -0.16 -0.4390
C 1.8387 -5.7528 -0.8598 0.02 0.05 -0.02 0.2158
N 1.5118 -5.0365 -1.9162 -0.03 0.03 -0.05 -0.8267
C 1.2718 -3.7793 -1.4396 -0.05 -0.03 -0.27 0.9658
C 1.4536 -3.7131 -0.0839 0.13 -0.10 0.18 0.2904
N 1.8229 -4.9856 0.2790 -0.03 0.03 0.16 -0.0671
C 1.3401 -2.5029 0.6537 0.02 -0.09 0.11 0.5911
C 1.6329 -2.3714 2.0230 0.04 -0.11 -0.01 -0.9292
C 1.5562 -1.1439 2.6134 0.13 -0.03 0.07 -1.3411
C 1.1669 -0.0532 1.8388 0.16 -0.04 -0.16 -0.6254
N 0.8674 -0.1472 0.5528 0.06 0.23 0.12 1.6201
C 0.9488 -1.3549 -0.0566 0.02 0.13 0.11 -0.7969
C 0.6673 -1.4219 -1.4714 0.00 0.08 -0.09 -1.2097
N 0.2205 -0.3017 -2.0856 0.23 0.11 0.02 0.8773
C -0.0138 -0.3670 -3.3843 -0.10 -0.09 0.04 0.2778
C 0.2114 -1.4998 -4.1688 -0.03 -0.01 -0.04 -1.4563
C 0.6588 -2.6405 -3.5577 0.02 -0.07 -0.01 -0.3784
C 0.8687 -2.6215 -2.1729 -0.02 -0.12 -0.08 0.4307
H 3.4204 -12.9396 -1.8584 0.02 -0.05 0.03 0.2444
H 3.8555 -11.5342 -2.8516 0.02 0.01 0.00 0.3484
H 2.1395 -11.9158 -2.5391 -0.02 -0.01 0.01 0.3527
H 3.2067 -9.7206 1.1456 -0.03 0.05 -0.05 0.4318
H 2.6197 -7.3428 1.2505 0.01 -0.05 -0.05 0.2357
H 1.8729 -7.3448 -2.9681 0.01 -0.04 0.01 0.4667
H 2.4645 -9.7334 -3.0681 -0.02 0.08 0.04 0.4094
H 1.9859 -5.3222 1.2111 0.04 -0.03 0.00 0.2053
H 1.9254 -3.2388 2.6026 -0.01 0.02 -0.02 0.4636
H 1.7640 -1.0070 3.6656 0.02 0.01 -0.04 0.4422
H 1.1110 0.9334 2.2729 -0.10 0.03 0.04 0.4119
H -0.4293 0.5099 -3.8542 0.04 0.04 -0.01 -0.2261
H 0.0218 -1.4601 -5.2335 -0.01 -0.01 0.05 0.5126
H 0.8476 -3.5577 -4.1029 -0.03 0.04 0.02 0.6276
C -0.6542 3.5433 4.9836 -0.04 0.01 -0.03 -0.9967
C -1.1380 2.1318 5.2489 0.08 0.05 -0.03 0.3504
C -0.0154 1.1194 5.2867 -0.05 -0.09 -0.11 -1.1053
O -2.1845 1.7924 4.2863 0.10 0.24 0.10 -0.1104
P -2.2165 1.1332 2.8614 -0.24 -0.68 -0.07 0.5466
S -1.7267 -0.7365 2.7143 -0.19 0.21 0.21 -0.4762
S -1.0974 2.3737 1.6206 0.38 0.29 -0.26 -0.1581
O -3.7244 1.3289 2.4485 -0.08 0.06 -0.06 -0.3318
C -4.6688 2.4392 2.6347 0.11 0.04 0.02 0.5760
C -5.0871 2.5866 4.0818 0.04 -0.06 0.06 -1.3907
C -4.1472 3.7285 2.0315 0.05 0.00 0.01 -0.8543
H 0.0883 3.8191 5.7350 -0.05 0.00 -0.02 0.4745
H -1.4799 4.2544 5.0387 0.03 -0.02 -0.02 0.2885
H -0.1966 3.6091 3.9948 0.02 0.03 0.04 0.0888
H -1.6700 2.1077 6.1964 -0.10 -0.05 0.05 0.2953
H 0.5765 1.1765 4.3707 0.04 -0.01 0.02 -0.0196
H -0.3997 0.1051 5.3923 0.02 0.03 0.01 0.3571
H 0.6353 1.3430 6.1339 -0.03 0.01 -0.05 0.5601
H -5.5250 2.0947 2.0596 -0.03 -0.06 -0.09 0.2932
H -4.2869 3.0072 4.6895 -0.05 -0.01 -0.02 0.1935
H -5.3756 1.6211 4.4989 0.00 0.05 -0.01 0.3560
H -5.9484 3.2557 4.1305 0.02 -0.04 -0.01 0.4840
H -3.3326 4.1433 2.6320 -0.04 -0.02 -0.06 0.2018
H -4.9587 4.4586 1.9976 0.04 -0.03 0.03 0.5585
H -3.7832 3.5634 1.0147 -0.04 0.01 0.04 -0.1141
```
Positions in Å, forces in eV/Å.



- The lowest ΔE to the lowest compared entry with this formula, charge and spin belongs to which entry?
  C45H48N8O3PRuS2



- Look up the ΔE to the lowest compared entry with this formula, charge and spin of the second one.
  0.0 kcal/mol



Please write out number 1 again, unchanged.
# Cl2H2O2P2

Cl2H2O2P2 as an isolated structure at a distorted geometry (ωB97M-V/def2-TZVPD, the OMol25 dataset).

Summary:
Calculated total energy (eV): -47751.844
ΔE to the lowest compared entry with this formula, charge and spin (kcal/mol): 14.1
Frontier orbital gap (eV): 10.50

XYZ file:
```
8
Properties=species:S:1:pos:R:3:forces:R:3:mulliken_charge:R:1
O -0.6820 0.2122 1.8288 0.56 0.71 2.72 -0.5290
O -1.6251 -0.2619 -0.3606 -0.25 -0.55 0.36 -0.3039
P -0.2673 -0.0430 0.4770 0.74 0.70 -3.31 0.4976
P -3.0025 0.1486 0.6121 1.46 -1.95 1.26 0.5446
Cl -4.2212 -1.1698 -0.2607 -0.85 -0.67 -0.73 -0.2034
Cl -3.4150 1.8158 -0.2703 -0.68 2.26 -1.33 -0.1636
H 0.2692 0.9635 -0.4206 -0.08 -0.26 1.02 0.0675
H 0.7632 -1.0145 0.2969 -0.90 -0.22 0.00 0.0902
```
Positions in Å, forces in eV/Å.